[1]
{
  "formula": "C46H47As2F5FeN9S2Se",
  "method": "ωB97M-V/def2-TZVPD",
  "total_charge": -1,
  "gap_ev": 6.26,
  "species": ["Fe", "C", "C", "As", "C", "C", "C", "C", "C", "C", "C", "C", "C", "C", "C", "C", "As", "C", "C", "C", "C", "C", "C", "C", "C", "C", "C", "C", "C", "H", "H", "H", "H", "H", "H", "H", "H", "H", "H", "H", "H", "H", "H", "H", "H", "H", "H", "H", "H", "H", "H", "H", "H", "S", "C", "C", "N", "C", "S", "C", "N", "C", "C", "C", "C", "N", "C", "N", "N", "N", "H", "H", "H", "H", "H", "H", "H", "H", "H", "H", "F", "C", "C", "F", "C", "F", "C", "Se", "C", "F", "C", "F", "C", "N", "C", "C", "N", "N", "C", "C", "H", "H", "H", "H", "H", "H", "H", "H", "H", "H", "H", "H", "H"],
  "positions_angstrom": [[0.1433, -0.2044, 0.1539], [-0.5906, -0.2128, 3.6407], [-2.0733, 0.1176, 3.4808], [-2.5307, 0.4530, 1.5607], [-3.8260, 1.9107, 1.7687], [-4.9663, 1.9438, 0.9692], [-5.8480, 3.0094, 1.0359], [-5.5964, 4.0691, 1.8975], [-4.4541, 4.0577, 2.6821], [-3.5724, 2.9885, 2.6099], [-3.8867, -0.9729, 1.4657], [-3.7577, -1.9793, 0.5160], [-4.6844, -3.0115, 0.4389], [-5.7387, -3.0618, 1.3355], [-5.8738, -2.0652, 2.2951], [-4.9658, -1.0206, 2.3470], [-0.0296, -1.5570, 2.3165], [-0.8815, -3.0965, 3.2091], [-0.5152, -3.4286, 4.5110], [-1.1328, -4.4798, 5.1686], [-2.1281, -5.2114, 4.5328], [-2.4849, -4.9026, 3.2302], [-1.8551, -3.8545, 2.5717], [1.7660, -2.0031, 2.9211], [2.5326, -1.1767, 3.7301], [3.8435, -1.5162, 4.0379], [4.3951, -2.6811, 3.5312], [3.6327, -3.5167, 2.7251], [2.3276, -3.1754, 2.4185], [-0.3755, -0.5644, 4.6520], [0.0088, 0.6773, 3.4562], [-2.3272, 0.9934, 4.0800], [-2.6882, -0.7114, 3.8352], [-5.1643, 1.1214, 0.2915], [-6.7318, 3.0200, 0.4103], [-6.2843, 4.9035, 1.9503], [-4.2432, 4.8863, 3.3467], [-2.6701, 2.9987, 3.2116], [-2.9171, -1.9417, -0.1656], [-4.5793, -3.7752, -0.3231], [-6.4537, -3.8740, 1.2898], [-6.6931, -2.1035, 3.0026], [-5.0941, -0.2303, 3.0779], [0.2685, -2.8664, 5.0059], [-0.8355, -4.7309, 6.1791], [-2.6228, -6.0210, 5.0550], [-3.2534, -5.4749, 2.7250], [-2.1267, -3.6215, 1.5524], [2.1192, -0.2461, 4.1023], [4.4406, -0.8503, 4.6474], [5.4284, -2.9249, 3.7403], [4.0666, -4.4207, 2.3172], [1.7327, -3.8163, 1.7750], [1.4389, 1.5267, 1.4762], [3.0446, 0.8820, 1.4003], [3.9999, 1.4601, 2.2790], [4.7320, 1.9460, 3.0260], [3.3845, -0.1513, 0.5783], [2.2574, -0.8956, -0.5025], [4.6995, -0.6892, 0.6131], [5.7580, -1.1431, 0.6525], [-1.1197, 6.2425, -1.3708], [-0.0050, 5.7921, -2.3151], [1.3137, 5.6143, -1.5628], [-0.3933, 4.5007, -3.0592], [-0.7122, 3.4184, -2.1549], [0.1068, 2.5336, -1.5805], [-0.6103, 1.7807, -0.7830], [-1.8873, 2.1933, -0.9158], [-1.9557, 3.1832, -1.7216], [-0.8913, 7.2236, -0.9513], [-1.2327, 5.5415, -0.5431], [-2.0767, 6.2996, -1.8920], [0.1322, 6.5558, -3.0865], [1.1937, 4.9370, -0.7145], [1.6624, 6.5722, -1.1750], [2.0865, 5.2087, -2.2186], [0.4241, 4.1605, -3.6914], [-1.2753, 4.6630, -3.6770], [1.1663, 2.4598, -1.7423], [5.6418, 0.5572, -6.5446], [4.4119, 0.5834, -6.0125], [4.0046, 1.6488, -5.2326], [4.8437, 2.6714, -5.0109], [2.7309, 1.6652, -4.6994], [2.4000, 2.7363, -3.9464], [1.7960, 0.6509, -4.9145], [0.0558, 0.7115, -4.2489], [2.2514, -0.4116, -5.7033], [1.4352, -1.4366, -5.9754], [3.5225, -0.4512, -6.2410], [3.9036, -1.4854, -7.0066], [0.2457, -3.2850, -1.5788], [-1.0696, -3.1489, -2.1694], [-1.9224, -4.3155, -2.0379], [-1.6399, -1.8937, -2.1769], [-1.2021, -0.9422, -1.4293], [-2.7304, -1.7524, -3.0097], [-3.4720, -0.5075, -2.9314], [-2.6525, -2.2961, -4.3620], [0.6894, -4.2230, -1.9142], [0.2229, -3.2720, -0.4815], [0.8689, -2.4628, -1.9168], [-1.9123, -4.6835, -1.0031], [-1.5691, -5.1210, -2.6861], [-2.9449, -4.0656, -2.3098], [-1.6164, -0.0527, -1.6820], [-2.9217, 0.3348, -3.3709], [-3.7099, -0.2734, -1.8930], [-4.4040, -0.6356, -3.4816], [-1.8746, -3.0504, -4.4187], [-2.4037, -1.5015, -5.0725], [-3.6112, -2.7396, -4.6429]],
  "forces_ev_per_angstrom": [[-0.461, 1.250, 0.391], [-0.139, 0.143, -0.032], [0.103, -0.032, -0.004], [-0.289, -0.321, 0.507], [0.168, 0.182, -0.116], [0.093, -0.136, -0.026], [-0.027, 0.064, 0.016], [-0.010, -0.001, 0.004], [-0.025, 0.053, 0.005], [0.167, -0.140, 0.031], [0.068, -0.087, -0.213], [0.039, 0.176, -0.072], [-0.064, -0.059, -0.015], [0.023, -0.038, -0.026], [-0.030, 0.014, 0.031], [0.073, 0.032, 0.062], [0.713, -0.063, 0.581], [-0.163, -0.004, -0.384], [0.052, 0.112, 0.011], [-0.007, 0.018, 0.008], [-0.047, -0.025, -0.001], [-0.015, -0.050, 0.037], [0.063, 0.070, -0.053], [0.109, 0.067, -0.201], [-0.226, 0.092, 0.068], [0.056, -0.042, 0.050], [0.006, 0.005, 0.021], [0.019, -0.019, 0.019], [-0.149, 0.031, -0.003], [0.007, -0.133, -0.057], [0.092, -0.076, -0.054], [-0.039, 0.016, -0.060], [-0.056, 0.024, -0.072], [-0.043, 0.029, -0.016], [0.007, -0.021, -0.008], [0.000, -0.002, -0.004], [0.011, -0.007, 0.001], [-0.022, 0.051, 0.014], [-0.063, -0.039, 0.024], [0.022, -0.007, 0.026], [-0.012, 0.013, 0.000], [-0.011, 0.025, -0.014], [-0.014, -0.028, 0.037], [0.003, -0.032, 0.021], [-0.006, 0.010, 0.006], [0.022, -0.018, -0.014], [0.001, 0.015, -0.014], [-0.042, -0.005, -0.037], [0.045, 0.009, -0.022], [-0.006, 0.022, -0.021], [0.001, -0.008, 0.001], [-0.005, 0.008, -0.019], [0.075, -0.022, -0.019], [-0.738, -0.694, -0.434], [0.069, -0.439, -0.358], [0.299, 0.161, 0.301], [-0.035, -0.049, -0.055], [-0.553, 0.563, 0.336], [-0.508, -0.194, -0.301], [0.471, -0.164, -0.007], [-0.074, 0.036, -0.034], [0.074, 0.054, -0.146], [-0.066, -0.279, 0.179], [-0.064, 0.059, -0.125], [0.031, 0.452, -0.071], [0.277, -0.171, 0.396], [-0.045, 0.156, -0.026], [0.285, -0.380, -0.332], [-0.072, -0.053, -0.012], [-0.055, 0.021, -0.148], [-0.003, -0.004, 0.011], [-0.017, -0.011, 0.023], [-0.027, 0.033, 0.036], [-0.004, -0.057, -0.062], [0.025, -0.010, 0.012], [0.012, -0.014, 0.041], [0.041, 0.010, 0.031], [-0.039, -0.111, -0.067], [0.006, -0.060, -0.008], [0.032, -0.003, -0.021], [0.068, -0.010, -0.026], [-0.094, 0.023, 0.045], [-0.028, 0.039, 0.017], [0.069, 0.010, 0.012], [-0.142, -0.230, -0.035], [0.038, 0.060, 0.007], [0.461, -0.019, -0.251], [-0.588, 0.001, 0.066], [0.014, 0.291, 0.170], [0.006, -0.124, -0.068], [0.000, -0.018, -0.032], [0.032, -0.055, -0.024], [0.026, 0.104, -0.034], [-0.097, 0.152, 0.118], [0.035, 0.015, -0.039], [0.135, -0.275, -0.083], [0.621, 0.247, 0.871], [0.054, 0.050, 0.030], [-0.002, -0.012, -0.011], [-0.057, 0.032, -0.089], [-0.029, -0.015, -0.013], [-0.014, -0.027, -0.017], [0.034, -0.065, -0.018], [-0.020, -0.004, -0.003], [-0.010, -0.005, 0.005], [0.000, -0.021, -0.021], [0.096, -0.103, -0.155], [-0.001, -0.018, -0.022], [-0.029, 0.011, -0.017], [-0.016, 0.030, 0.017], [0.002, -0.005, 0.001], [0.053, -0.018, 0.033], [-0.001, -0.011, 0.016]]
}

[2]
{
  "formula": "C46H47N4O2PbS2Si",
  "method": "ωB97M-V/def2-TZVPD",
  "total_charge": 3,
  "gap_ev": 6.46,
  "species": ["Pb", "C", "N", "C", "C", "C", "C", "C", "C", "N", "C", "C", "C", "C", "C", "C", "N", "C", "C", "C", "C", "C", "N", "H", "H", "H", "H", "H", "H", "H", "H", "H", "H", "H", "H", "H", "H", "H", "H", "H", "H", "O", "S", "C", "C", "C", "C", "S", "O", "C", "C", "C", "C", "C", "C", "C", "C", "C", "C", "C", "C", "H", "H", "H", "H", "H", "H", "H", "H", "H", "H", "H", "H", "H", "H", "H", "H", "H", "H", "C", "C", "C", "C", "C", "C", "Si", "C", "C", "C", "C", "C", "C", "H", "H", "H", "H", "H", "H", "H", "H", "H", "H", "H"],
  "positions_angstrom": [[-1.3039, -0.5981, -0.3062], [-4.4741, -0.3359, -1.4349], [-3.9065, -0.4332, -0.0866], [-4.4028, -1.6475, 0.5733], [-3.6298, -2.0040, 1.8184], [-4.2127, -2.7741, 2.8145], [-3.4499, -3.1368, 3.9103], [-2.1319, -2.7054, 3.9869], [-1.6360, -1.9341, 2.9562], [-2.3644, -1.5902, 1.8897], [-4.2185, 0.7566, 0.7185], [-3.5901, 1.9990, 0.1343], [-4.2697, 3.2055, 0.0857], [-3.6505, 4.3014, -0.4969], [-2.3812, 4.1524, -1.0353], [-1.7764, 2.9114, -0.9525], [-2.3566, 1.8625, -0.3633], [-3.8450, -1.3367, -2.3754], [-4.5396, -1.8097, -3.4761], [-3.9290, -2.7244, -4.3179], [-2.6439, -3.1576, -4.0246], [-2.0158, -2.6369, -2.9128], [-2.5952, -1.7351, -2.1103], [-5.5600, -0.4854, -1.4169], [-4.2968, 0.6704, -1.8204], [-5.4683, -1.5497, 0.8127], [-4.3112, -2.4757, -0.1341], [-5.2441, -3.0854, 2.7278], [-3.8770, -3.7433, 4.6967], [-1.5046, -2.9656, 4.8261], [-0.6152, -1.5708, 2.9734], [-5.3021, 0.9008, 0.8024], [-3.8322, 0.5840, 1.7259], [-5.2719, 3.2819, 0.4828], [-4.1618, 5.2523, -0.5515], [-1.8808, 4.9754, -1.5226], [-0.7986, 2.7317, -1.3857], [-5.5493, -1.4717, -3.6639], [-4.4538, -3.1041, -5.1836], [-2.1436, -3.8898, -4.6409], [-1.0188, -2.9494, -2.6342], [0.2486, -2.5619, 0.3218], [1.2487, -3.4627, 1.0201], [2.1204, -4.4621, -0.2391], [2.8534, -3.7416, -1.3690], [1.9140, -3.0717, -2.3803], [2.5577, -1.9401, -3.1728], [1.2591, -0.8030, -3.7408], [0.5905, -0.3140, -2.4597], [2.3030, 0.5133, -4.3106], [2.7108, 1.5050, -3.4305], [3.5457, 2.5061, -3.9023], [3.9566, 2.5079, -5.2296], [3.5333, 1.5114, -6.0976], [2.6923, 0.5066, -5.6417], [2.5992, -2.3869, 1.4748], [2.7176, -1.1395, 0.8746], [3.8414, -0.3727, 1.1505], [4.8164, -0.8436, 2.0233], [4.6637, -2.0746, 2.6446], [3.5468, -2.8547, 2.3737], [1.3578, -5.1449, -0.6188], [2.8126, -5.0479, 0.3698], [3.4657, -4.4871, -1.8802], [3.5487, -3.0173, -0.9449], [1.0724, -2.6503, -1.8335], [1.5234, -3.8325, -3.0599], [3.0765, -2.2688, -4.0736], [3.2416, -1.3427, -2.5663], [2.3728, 1.4883, -2.4021], [3.8836, 3.2852, -3.2328], [4.6056, 3.2927, -5.5912], [3.8496, 1.5204, -7.1306], [2.3475, -0.2666, -6.3160], [1.9690, -0.8043, 0.1679], [3.9683, 0.5854, 0.6650], [5.7044, -0.2554, 2.2113], [5.4162, -2.4342, 3.3326], [3.4262, -3.8185, 2.8513], [3.6173, 4.6092, 0.1400], [2.3126, 4.1529, -0.0246], [1.7752, 3.2627, 0.8857], [2.5565, 2.7982, 1.9575], [3.8823, 3.2413, 2.0926], [4.4006, 4.1581, 1.1940], [1.9078, 1.7067, 3.2295], [0.2739, 1.7987, 3.9464], [0.1594, 1.3629, 5.2799], [-1.0336, 1.5270, 5.9641], [-2.1243, 2.0890, 5.3163], [-2.0364, 2.4939, 3.9849], [-0.8446, 2.3647, 3.3021], [4.0255, 5.3277, -0.5577], [1.7188, 4.5082, -0.8549], [0.7559, 2.9254, 0.7593], [4.5054, 2.8851, 2.9039], [5.4126, 4.5191, 1.3134], [2.8253, 0.7170, 3.8044], [1.0033, 0.9097, 5.7863], [-1.1131, 1.2161, 6.9961], [-3.0530, 2.2220, 5.8554], [-2.8951, 2.9335, 3.4970], [-0.7797, 2.7137, 2.2819]],
  "forces_ev_per_angstrom": [[0.020, -0.080, -0.176], [0.028, 0.006, -0.096], [0.135, -0.023, 0.066], [-0.014, -0.053, 0.011], [-0.072, 0.018, -0.011], [0.043, 0.036, 0.012], [0.014, 0.013, 0.005], [-0.036, 0.016, -0.029], [0.062, 0.028, 0.024], [0.044, -0.002, -0.187], [-0.041, 0.095, -0.012], [-0.029, -0.016, -0.021], [0.042, -0.007, 0.026], [0.024, 0.003, -0.007], [-0.027, -0.012, 0.028], [0.025, 0.002, 0.051], [-0.037, -0.075, -0.076], [-0.040, -0.006, 0.000], [0.006, -0.019, 0.021], [0.021, 0.006, -0.001], [-0.037, 0.009, 0.014], [0.078, 0.000, 0.003], [0.002, 0.008, 0.117], [0.008, 0.020, -0.005], [0.009, -0.004, 0.004], [0.003, -0.001, -0.001], [-0.019, -0.001, 0.001], [-0.037, -0.012, -0.011], [-0.011, -0.018, 0.018], [0.023, 0.002, 0.031], [0.054, -0.014, -0.015], [0.004, -0.022, 0.005], [-0.006, 0.027, 0.019], [-0.049, 0.003, 0.014], [-0.015, 0.026, 0.002], [0.028, 0.024, -0.032], [0.050, 0.017, -0.020], [-0.026, 0.012, 0.002], [-0.013, -0.014, -0.010], [0.023, 0.000, -0.006], [0.071, 0.019, -0.011], [-0.063, -0.090, -0.067], [0.055, -0.005, -0.141], [-0.040, 0.125, -0.054], [-0.064, 0.002, 0.001], [-0.052, -0.032, 0.096], [-0.063, 0.060, 0.005], [-0.309, 0.042, 0.400], [-0.007, -0.122, -0.019], [0.019, 0.000, 0.013], [0.066, 0.003, -0.063], [-0.025, -0.035, 0.021], [-0.010, -0.020, -0.010], [0.006, 0.019, 0.013], [0.031, 0.043, 0.040], [-0.002, -0.034, -0.045], [0.043, -0.030, 0.044], [0.032, 0.046, 0.023], [-0.004, 0.022, -0.014], [-0.006, -0.007, 0.031], [-0.023, 0.050, -0.035], [-0.050, -0.020, 0.048], [0.000, -0.058, 0.006], [0.063, -0.006, 0.064], [0.032, 0.088, 0.012], [-0.018, 0.018, 0.044], [-0.058, 0.025, -0.031], [0.092, -0.036, 0.014], [-0.007, 0.001, 0.034], [-0.022, -0.018, 0.017], [0.006, 0.041, 0.009], [0.024, 0.021, -0.010], [0.008, 0.003, -0.029], [-0.034, -0.028, -0.025], [-0.038, -0.006, -0.103], [0.025, 0.028, -0.054], [0.013, 0.025, 0.016], [0.015, -0.010, 0.003], [0.000, -0.056, 0.010], [0.005, 0.002, 0.007], [-0.008, -0.050, 0.043], [0.132, 0.132, 0.031], [-0.124, -0.012, -0.150], [-0.014, -0.048, -0.063], [0.016, -0.003, 0.015], [0.344, -0.080, -0.065], [-0.255, -0.154, -0.092], [-0.086, -0.082, -0.065], [0.029, -0.025, -0.006], [-0.014, -0.005, 0.007], [0.044, -0.021, -0.015], [-0.007, 0.034, 0.186], [0.013, 0.008, -0.023], [-0.024, 0.017, -0.037], [-0.079, -0.016, -0.009], [0.030, -0.032, 0.033], [0.007, 0.009, 0.002], [0.038, 0.192, 0.243], [0.032, -0.010, 0.009], [0.001, 0.012, 0.024], [-0.015, -0.007, 0.000], [-0.030, 0.031, -0.011], [0.022, 0.054, -0.078]]
}

| no. | F_max (eV Å⁻¹) |
| --- | --- |
| 1 | 1.389 |
| 2 | 0.507 |